1.
{"formula": "C27H24Cl2IrN5O3S2", "method": "ωB97M-V/def2-TZVPD", "charge": 1, "s2": 0.757, "spin_multiplicity": 2, "molar_mass_g_mol": 793.8, "de_lowest_kj_mol": 9.69, "elements": ["Ir", "Cl", "C", "C", "C", "N", "C", "O", "C", "C", "C", "C", "C", "N", "C", "C", "C", "Cl", "N", "C", "O", "C", "C", "C", "C", "C", "N", "H", "H", "H", "H", "H", "H", "H", "H", "H", "H", "S", "C", "C", "C", "C", "C", "N", "H", "H", "H", "H", "C", "C", "S", "O", "C", "C", "H", "H", "H", "H", "H", "H", "H", "H", "H", "H"], "coordinates": [[1.025, -0.359, -0.077], [-4.355, -2.161, 3.638], [-2.934, -2.276, 2.670], [-2.077, -1.181, 2.625], [-0.957, -1.257, 1.824], [0.060, -0.300, 1.665], [0.354, 0.639, 2.599], [-0.318, 0.978, 3.548], [1.720, 1.187, 2.343], [2.339, 2.057, 3.216], [3.577, 2.569, 2.873], [4.122, 2.223, 1.644], [3.436, 1.354, 0.821], [2.271, 0.802, 1.182], [-0.659, -2.420, 1.106], [-1.507, -3.513, 1.156], [-2.652, -3.428, 1.943], [-3.712, -4.786, 1.987], [0.528, -2.286, 0.354], [1.137, -3.294, -0.305], [0.799, -4.462, -0.340], [2.341, -2.807, -1.062], [3.199, -3.705, -1.665], [4.337, -3.225, -2.287], [4.565, -1.857, -2.299], [3.650, -1.016, -1.698], [2.562, -1.480, -1.073], [-2.292, -0.297, 3.201], [1.820, 2.314, 4.130], [4.099, 3.245, 3.537], [5.070, 2.622, 1.313], [3.821, 1.099, -0.152], [-1.285, -4.421, 0.619], [2.946, -4.754, -1.613], [5.032, -3.904, -2.762], [5.430, -1.432, -2.787], [3.753, 0.055, -1.769], [1.294, 1.335, -1.714], [0.038, 0.373, -2.466], [-0.694, 0.618, -3.614], [-1.691, -0.284, -3.943], [-1.941, -1.379, -3.123], [-1.177, -1.558, -1.989], [-0.195, -0.702, -1.703], [-0.488, 1.495, -4.210], [-2.284, -0.129, -4.835], [-2.721, -2.090, -3.354], [-1.338, -2.382, -1.310], [-4.309, 1.400, -1.319], [-3.816, 2.401, -0.285], [-2.018, 2.490, -0.345], [-1.533, 1.117, 0.023], [-1.761, 3.496, 1.133], [-0.414, 4.201, 1.074], [-5.393, 1.455, -1.408], [-4.037, 0.387, -1.026], [-3.879, 1.605, -2.301], [-4.089, 2.102, 0.729], [-4.190, 3.409, -0.478], [-1.811, 2.782, 1.959], [-2.588, 4.202, 1.220], [0.391, 3.486, 0.886], [-0.207, 4.702, 2.019], [-0.392, 4.945, 0.278]], "forces_ev_per_a": [[1.333, -0.682, 0.549], [0.003, -0.002, -0.003], [-0.004, 0.053, 0.016], [-0.014, -0.026, 0.013], [0.278, -0.174, 0.061], [-1.093, 0.628, -0.536], [0.213, -0.076, 0.266], [0.016, -0.016, -0.050], [-0.126, 0.174, -0.104], [-0.058, -0.004, -0.042], [0.041, 0.008, -0.034], [-0.016, 0.030, 0.043], [0.079, -0.148, 0.074], [0.094, -0.148, 0.010], [0.084, 0.062, -0.229], [-0.023, -0.034, 0.061], [0.021, -0.030, -0.034], [0.009, 0.011, 0.005], [0.018, -0.184, 0.376], [-0.030, -0.006, -0.222], [0.041, -0.013, 0.048], [0.080, 0.091, 0.268], [-0.038, -0.002, 0.037], [0.019, 0.014, -0.021], [0.015, -0.022, 0.003], [-0.070, -0.071, -0.127], [-0.170, 0.179, -0.449], [-0.018, 0.013, -0.011], [0.011, 0.003, 0.007], [0.002, 0.000, -0.003], [-0.002, 0.011, 0.006], [0.026, -0.076, 0.021], [0.006, 0.001, -0.003], [0.013, -0.002, -0.003], [0.003, 0.004, 0.000], [0.002, -0.008, -0.002], [-0.024, 0.017, -0.013], [-0.168, 0.146, 0.106], [-0.063, 0.118, -0.031], [0.027, 0.022, -0.022], [-0.002, 0.007, 0.006], [-0.027, -0.041, -0.007], [0.035, -0.034, -0.052], [-0.280, 0.053, 0.129], [-0.004, -0.004, -0.003], [-0.004, -0.004, 0.001], [-0.003, 0.007, -0.010], [0.004, 0.015, 0.001], [0.000, 0.001, 0.010], [-0.013, -0.059, 0.044], [-0.105, 0.015, -0.001], [-0.129, 0.137, -0.147], [0.031, 0.040, 0.015], [0.029, -0.069, 0.026], [-0.003, -0.019, 0.019], [0.030, 0.002, -0.022], [-0.022, 0.012, -0.005], [-0.031, 0.029, 0.000], [0.024, 0.007, -0.010], [-0.066, 0.015, -0.007], [0.028, 0.031, -0.019], [-0.008, -0.001, 0.004], [-0.005, 0.003, 0.000], [0.008, 0.000, -0.001]], "lowdin_charge": [1.43, 0.70, -0.67, -0.02, -0.20, -0.06, -0.44, 0.12, -0.17, 0.04, -0.01, -0.01, -0.11, -0.06, -0.21, -0.03, -0.67, 0.71, -0.05, -0.46, 0.09, -0.16, 0.04, -0.01, -0.02, -0.13, -0.03, 0.11, 0.14, 0.13, 0.12, 0.08, 0.11, 0.13, 0.12, 0.12, 0.06, 0.69, -0.70, -0.05, -0.03, -0.02, -0.06, -0.13, 0.12, 0.12, 0.12, 0.12, -0.14, -0.40, 0.92, -0.56, -0.38, -0.13, 0.08, 0.07, 0.07, 0.10, 0.09, 0.09, 0.09, 0.05, 0.08, 0.08]}

2.
{"formula": "S2", "method": "ωB97M-V/def2-TZVPD", "molar_mass_g_mol": 64.1, "de_lowest_kj_mol": 76.46, "elements": ["S", "S"], "coordinates": [[0.169, 0.926, 0.512], [-0.169, -0.926, -0.512]], "forces_ev_per_a": [[-0.787, -4.321, -2.388], [0.787, 4.321, 2.388]], "lowdin_charge": [0.00, 0.00]}

3.
{"formula": "C26H29N3O2S", "method": "ωB97M-V/def2-TZVPD", "molar_mass_g_mol": 447.6, "de_lowest_kj_mol": 37.51, "elements": ["C", "C", "N", "C", "C", "C", "C", "C", "C", "C", "C", "C", "C", "C", "C", "C", "C", "C", "C", "H", "H", "H", "H", "H", "H", "H", "H", "H", "H", "H", "H", "H", "H", "H", "H", "H", "H", "C", "C", "N", "C", "O", "C", "C", "O", "N", "C", "C", "C", "S", "H", "H", "H", "H", "H", "H", "H", "H", "H", "H", "H"], "coordinates": [[2.722, -1.093, 2.461], [2.386, 0.345, 2.399], [3.315, 1.351, 2.343], [4.767, 1.173, 2.289], [2.659, 2.594, 2.264], [1.277, 2.346, 2.274], [0.381, 3.409, 2.114], [0.864, 4.689, 2.004], [2.237, 4.933, 2.027], [3.139, 3.901, 2.143], [1.090, 0.911, 2.377], [-0.130, 0.201, 2.302], [-1.453, 0.757, 2.393], [-1.800, 1.766, 3.317], [-3.050, 2.338, 3.303], [-4.013, 1.930, 2.383], [-5.332, 2.625, 2.307], [-3.703, 0.892, 1.506], [-2.463, 0.306, 1.518], [1.826, -1.712, 2.501], [3.297, -1.396, 1.586], [3.316, -1.316, 3.348], [5.277, 2.129, 2.196], [5.124, 0.681, 3.191], [5.041, 0.559, 1.433], [-0.675, 3.225, 2.061], [0.174, 5.510, 1.886], [2.592, 5.947, 1.941], [4.198, 4.089, 2.131], [-0.071, -0.840, 2.028], [-1.064, 2.099, 4.028], [-3.298, 3.117, 4.006], [-5.978, 2.176, 1.550], [-5.858, 2.581, 3.263], [-5.203, 3.676, 2.043], [-4.441, 0.570, 0.789], [-2.228, -0.469, 0.809], [-2.616, -4.648, -2.769], [-2.709, -3.361, -3.556], [-1.490, -2.564, -3.414], [-1.455, -1.672, -2.321], [-2.421, -1.579, -1.561], [-0.284, -0.921, -2.137], [0.826, -1.076, -2.984], [1.866, -0.437, -2.819], [0.721, -2.002, -4.043], [1.920, -2.184, -4.862], [2.821, -3.253, -4.290], [-0.414, -2.747, -4.250], [-0.473, -3.857, -5.475], [-3.507, -5.272, -2.885], [-1.746, -5.227, -3.086], [-2.494, -4.435, -1.705], [-2.879, -3.561, -4.620], [-3.550, -2.747, -3.211], [-0.236, -0.217, -1.331], [1.611, -2.427, -5.884], [2.441, -1.220, -4.910], [3.710, -3.413, -4.902], [3.146, -2.979, -3.286], [2.291, -4.203, -4.210]], "forces_ev_per_a": [[0.201, -0.090, 0.022], [1.107, 0.800, -0.268], [-0.800, -1.098, 0.028], [-0.114, -0.273, 0.047], [-1.072, 0.395, -0.124], [0.073, 0.746, 0.174], [0.267, -0.381, -0.040], [0.220, 0.108, -0.066], [-0.203, 0.033, 0.043], [0.458, -0.831, 0.085], [-1.868, -0.375, 0.038], [1.462, 0.914, -0.263], [-0.569, 0.273, 0.189], [0.238, -0.242, -0.197], [0.053, -0.144, 0.131], [0.059, -0.125, -0.341], [-0.386, -0.026, -0.078], [-0.204, 0.345, 0.110], [0.758, -0.334, 0.198], [0.057, 0.154, -0.017], [0.072, 0.033, -0.064], [0.074, 0.000, 0.036], [-0.269, 0.029, 0.013], [-0.043, -0.006, 0.089], [-0.078, -0.002, -0.079], [-0.105, 0.090, -0.051], [-0.045, 0.090, -0.031], [0.129, 0.116, -0.018], [0.245, 0.151, -0.020], [0.011, -0.317, -0.012], [0.126, 0.058, 0.188], [0.026, 0.119, 0.155], [0.091, 0.011, 0.079], [0.034, 0.051, 0.021], [0.039, -0.008, 0.070], [-0.056, -0.123, -0.136], [-0.041, -0.294, -0.371], [0.186, -0.313, 0.313], [-0.511, 0.161, -0.494], [0.387, 0.167, -0.187], [0.899, 0.937, 0.659], [-1.122, -0.327, 0.372], [-0.182, -0.993, -1.001], [-0.345, 0.787, 1.096], [0.941, 0.048, -0.354], [-0.561, -0.062, 0.117], [0.005, 0.364, -0.663], [0.143, -0.343, 0.314], [0.068, 0.246, 0.299], [-0.079, -0.725, -0.746], [0.030, 0.113, -0.092], [-0.101, 0.007, -0.106], [-0.071, 0.083, -0.001], [0.248, 0.021, 0.266], [0.401, -0.103, 0.097], [0.036, 0.193, 0.162], [-0.041, -0.078, 0.329], [-0.218, -0.234, 0.279], [-0.049, 0.084, -0.067], [0.035, 0.117, -0.007], [-0.044, 0.002, -0.125]], "lowdin_charge": [0.02, -0.14, 0.00, 0.03, -0.13, -0.09, -0.01, -0.06, -0.07, 0.00, -0.08, 0.14, -0.20, -0.05, -0.03, -0.25, -0.04, 0.00, 0.03, 0.09, 0.11, 0.10, 0.09, 0.10, 0.11, 0.10, 0.11, 0.11, 0.10, 0.13, 0.12, 0.12, 0.08, 0.09, 0.09, 0.12, 0.11, -0.09, -0.26, -0.02, -0.49, -0.04, 0.01, -0.49, -0.03, -0.02, -0.26, -0.09, -0.71, 0.67, 0.07, 0.06, 0.07, 0.07, 0.11, 0.08, 0.07, 0.11, 0.07, 0.07, 0.06]}

4.
{"formula": "C16H19N10O4STi", "method": "ωB97M-V/def2-TZVPD", "charge": 1, "s2": 2.012, "spin_multiplicity": 3, "molar_mass_g_mol": 495.3, "de_lowest_kj_mol": 0.00, "elements": ["Ti", "O", "C", "N", "C", "O", "C", "C", "C", "C", "C", "N", "C", "C", "C", "C", "C", "N", "H", "H", "H", "H", "H", "H", "H", "H", "N", "N", "C", "N", "N", "N", "O", "O", "H", "H", "H", "H", "H", "S", "C", "N", "C", "C", "N", "H", "H", "H", "H", "H", "H"], "coordinates": [[-0.952, 0.245, 0.954], [2.659, -1.587, 1.143], [1.627, -1.051, 1.473], [1.107, 0.136, 1.023], [1.778, 1.188, 0.473], [2.815, 1.185, -0.157], [1.010, 2.456, 0.752], [1.569, 3.701, 0.544], [0.825, 4.820, 0.894], [-0.450, 4.650, 1.413], [-0.948, 3.366, 1.566], [-0.220, 2.292, 1.262], [0.714, -1.635, 2.527], [1.148, -2.652, 3.352], [0.296, -3.103, 4.350], [-0.957, -2.528, 4.480], [-1.325, -1.518, 3.607], [-0.501, -1.070, 2.659], [2.566, 3.769, 0.134], [1.235, 5.813, 0.767], [-1.058, 5.497, 1.696], [-1.948, 3.179, 1.933], [2.135, -3.065, 3.200], [0.608, -3.893, 5.018], [-1.649, -2.854, 5.243], [-2.302, -1.052, 3.652], [0.007, 1.646, -2.088], [-1.104, 1.135, -2.760], [-2.205, 0.773, -2.036], [-3.248, 0.281, -2.712], [-2.162, 0.985, -0.738], [-3.041, 0.291, 0.078], [-3.992, -0.432, -0.269], [-2.853, 0.658, 1.358], [0.081, 2.650, -2.201], [0.848, 1.187, -2.414], [-1.234, 1.359, -3.735], [-3.111, -0.035, -3.657], [-3.972, -0.159, -2.154], [-0.855, -2.046, -0.522], [0.373, -2.011, -1.690], [1.522, -1.328, -1.709], [2.435, -1.828, -2.742], [1.537, -2.772, -3.566], [0.305, -2.783, -2.783], [1.898, -0.874, -0.889], [3.272, -2.350, -2.280], [2.830, -1.009, -3.340], [1.959, -3.772, -3.649], [1.353, -2.390, -4.570], [-0.427, -3.464, -2.883]], "forces_ev_per_a": [[-0.228, -0.113, -0.527], [0.017, 0.048, 0.035], [0.133, -0.121, 0.028], [-0.503, 0.039, 0.107], [0.336, 0.041, -0.198], [-0.085, -0.041, 0.078], [0.062, 0.279, 0.172], [-0.040, -0.029, -0.001], [-0.046, -0.018, 0.012], [0.033, 0.021, -0.011], [-0.026, -0.007, -0.041], [0.051, -0.052, -0.207], [0.052, -0.123, 0.342], [-0.040, 0.027, -0.111], [-0.051, 0.012, 0.024], [0.034, -0.055, 0.030], [-0.007, 0.010, -0.067], [0.081, -0.038, -0.183], [0.006, -0.007, 0.003], [0.001, 0.002, -0.004], [-0.003, -0.001, 0.000], [0.003, 0.004, 0.006], [0.008, 0.010, -0.005], [-0.005, -0.003, 0.004], [-0.002, 0.003, 0.001], [0.002, 0.007, 0.000], [0.017, -0.026, -0.007], [0.005, -0.051, 0.050], [0.198, 0.043, -0.012], [-0.052, -0.024, -0.089], [-0.005, -0.064, 0.087], [-0.262, -0.059, -0.131], [-0.049, 0.037, -0.014], [0.405, -0.083, 0.426], [-0.005, -0.003, -0.004], [-0.006, 0.003, 0.003], [-0.044, 0.020, 0.017], [0.010, 0.005, 0.005], [0.022, 0.027, 0.026], [-0.140, 0.324, 0.266], [0.119, -0.079, -0.072], [-0.024, 0.071, -0.118], [0.017, 0.034, -0.012], [0.010, 0.007, -0.034], [0.050, -0.087, 0.069], [0.003, -0.024, 0.045], [-0.010, -0.003, 0.020], [0.003, -0.004, 0.008], [-0.007, 0.001, 0.000], [-0.012, 0.004, 0.006], [-0.027, 0.036, -0.023]], "lowdin_charge": [0.97, 0.12, -0.46, -0.03, -0.46, 0.11, -0.20, 0.02, -0.02, -0.02, -0.08, 0.03, -0.20, 0.03, -0.02, -0.02, -0.08, 0.00, 0.13, 0.12, 0.12, 0.12, 0.13, 0.12, 0.12, 0.13, 0.07, -0.01, -0.43, 0.21, 0.04, -0.48, 0.00, -0.18, 0.11, 0.09, 0.15, 0.12, 0.10, 0.75, -0.78, 0.05, -0.10, -0.11, 0.02, 0.08, 0.13, 0.12, 0.12, 0.12, 0.14]}